Density functional theory data (wB97M-V/def2-TZVPD) for C31H24N6OS3Sn as an isolated structure.

Element x y z (Å)
Sn  -0.0967  -0.2416  0.1499
C  1.0112  3.6211  2.3509
C  0.6641  2.2256  1.9614
N  -0.2583  1.9306  1.1109
N  -1.1502  2.7367  0.5826
C  -1.5168  2.2916  -0.6623
O  -1.0186  1.2062  -1.1739
C  -2.4928  3.0861  -1.3823
C  -3.2167  4.0898  -0.7265
C  -4.1677  4.8089  -1.4243
C  -4.3946  4.5348  -2.7682
C  -3.6732  3.5410  -3.4252
C  -2.7274  2.8110  -2.7353
C  1.3851  1.0517  2.4879
C  2.2749  1.1451  3.5395
C  2.9583  0.0015  3.9397
C  2.7374  -1.1887  3.2663
C  1.8035  -1.2042  2.2386
N  1.1425  -0.1144  1.8612
H  0.4707  4.3310  1.7335
H  2.0833  3.8006  2.2592
H  0.7283  3.7818  3.3956
H  -3.0398  4.2783  0.3231
H  -4.7458  5.5733  -0.9227
H  -5.1374  5.1038  -3.3128
H  -3.8581  3.3377  -4.4718
H  -2.1553  2.0338  -3.2258
H  2.4290  2.0857  4.0497
H  3.6510  0.0440  4.7703
H  3.2707  -2.0918  3.5293
H  1.5798  -2.1182  1.6998
S  -1.2832  -2.6345  1.1449
C  -1.3513  -2.7628  -0.5614
N  -0.8485  -1.8444  -1.3406
C  -1.0230  -2.1213  -2.6989
C  -0.6121  -1.3284  -3.7695
C  -0.8788  -1.7711  -5.0481
C  -1.5386  -2.9864  -5.2687
C  -1.9517  -3.7760  -4.2138
C  -1.6850  -3.3262  -2.9243
S  -2.0615  -4.0885  -1.4000
H  -0.1121  -0.3853  -3.5800
H  -0.5787  -1.1728  -5.8984
H  -1.7271  -3.3130  -6.2823
H  -2.4613  -4.7160  -4.3837
S  5.0410  0.1186  -4.2320
C  3.6936  0.0216  -3.0683
C  3.3366  -1.1933  -2.4885
C  2.2839  -1.2272  -1.6011
N  1.5917  -0.1221  -1.2787
C  1.9181  1.0529  -1.8441
C  2.9583  1.1593  -2.7424
C  6.3374  0.4146  -3.0285
C  6.7479  1.7097  -2.7632
C  7.7712  1.8893  -1.8385
N  8.3664  0.8823  -1.2024
C  7.9684  -0.3580  -1.4831
C  6.9569  -0.6474  -2.3909
H  3.8690  -2.1015  -2.7351
H  1.9681  -2.1580  -1.1428
H  1.3179  1.9121  -1.5720
H  3.1951  2.1144  -3.1907
H  6.2991  2.5551  -3.2686
H  8.1298  2.8859  -1.6043
H  8.4879  -1.1584  -0.9672
H  6.6787  -1.6717  -2.6051

Cartesian forces, eV/Å:
-1.9453 0.3947 -1.4244
-0.1836 -0.1158 0.3898
-0.6095 0.2871 -0.5553
0.4583 -1.9829 0.1672
-0.1379 0.2292 -2.0157
0.4234 0.3868 2.0993
0.0870 -0.5652 0.3857
-0.2564 -0.1456 -0.3805
0.1045 -0.1102 -0.0134
-0.0295 -0.0552 -0.0404
0.0472 -0.0187 -0.1034
-0.1211 0.1044 -0.0300
0.0910 0.0251 0.2154
-0.1126 0.6307 -0.2953
0.0519 -0.2851 0.0760
-0.0765 0.0483 -0.0177
-0.2038 -0.0748 -0.1827
0.6682 -0.5863 0.4406
1.1306 -0.4235 0.7005
-0.0662 -0.0201 -0.0259
-0.0012 -0.0676 0.0091
0.0490 0.1432 -0.0379
0.0138 0.0261 -0.0280
0.0347 -0.0014 -0.0087
0.0065 -0.0229 0.0171
-0.0030 0.0249 0.0248
-0.0609 0.0022 -0.0124
-0.0396 0.0058 -0.0951
0.0213 0.0025 -0.0425
-0.0868 -0.0047 -0.0100
-0.0133 -0.0357 0.0848
0.7960 1.7598 -0.2781
-0.3787 -0.8799 0.0427
0.3544 0.9273 0.3022
0.1199 0.2796 -0.2641
0.0198 0.0655 0.2266
-0.0069 -0.0608 -0.0640
0.0082 0.0263 -0.0011
0.0226 -0.0425 0.0423
0.0620 -0.0384 0.0234
-0.0190 0.1322 0.1070
-0.0493 -0.0128 -0.0853
0.0080 -0.0055 0.0316
-0.0170 0.0117 0.0155
0.0119 0.0442 -0.0008
-0.0312 -0.0208 0.0069
0.0767 0.0607 -0.0857
-0.0836 0.0129 0.0321
0.0549 -0.1140 0.0163
-0.1730 0.0656 0.5745
0.0404 0.1296 0.0392
-0.0480 -0.1152 0.0277
-0.0613 -0.0042 -0.0586
0.0357 0.0664 0.0360
0.0354 -0.1299 0.0434
-0.0868 -0.0243 -0.0606
0.0071 0.1442 0.0008
0.0545 -0.0516 0.0508
-0.0177 0.0092 0.0062
-0.0074 0.0258 -0.0241
0.0100 -0.0532 0.0010
-0.0176 -0.0065 0.0198
0.0352 -0.0220 0.0119
-0.0150 -0.0359 -0.0101
-0.0200 0.0276 -0.0139
0.0395 0.0336 -0.0024

Values from the calculation:
spin multiplicity	1
charge	+2
HOMO energy	-13.628	eV

Atomic partial charges in e from the natural (NBO) method, atoms 1 to 6:
1 Sn 1.962
2 C -0.687
3 C 0.250
4 N -0.283
5 N -0.377
6 C 0.607



Density functional theory data (wB97M-V/def2-TZVPD) for C31H25AlClN4PS as an isolated structure.

Element x y z (Å)
Al  -0.2161  0.3261  0.2743
N  -3.9949  -0.3278  -1.2758
C  -2.8937  0.2340  -0.7598
S  -2.3351  -0.3967  0.7924
N  -2.3030  1.1861  -1.4380
N  -1.1879  1.6160  -0.7317
C  -1.0699  2.8351  -0.3163
C  -1.9340  3.9503  -0.6850
C  -2.3990  4.8363  0.2912
C  -3.2372  5.8768  -0.0683
C  -3.5891  6.0525  -1.3995
C  -3.1226  5.1790  -2.3738
C  -2.3105  4.1168  -2.0213
C  0.0225  2.9973  0.6923
C  0.5667  4.2089  1.0645
C  1.5535  4.2315  2.0458
C  1.9698  3.0457  2.6271
C  1.4065  1.8609  2.1900
N  0.4567  1.8368  1.2493
H  -4.5387  -0.9702  -0.7270
H  -4.4233  0.1077  -2.0772
H  -2.1417  4.6964  1.3334
H  -3.6157  6.5505  0.6872
H  -4.2337  6.8740  -1.6803
H  -3.3999  5.3240  -3.4081
H  -1.9597  3.4244  -2.7729
H  0.2264  5.1173  0.5902
H  1.9925  5.1722  2.3486
H  2.7251  3.0254  3.3984
H  1.7139  0.9062  2.5991
Cl  1.9011  0.7611  -1.3464
C  3.0181  -0.5315  -0.8244
C  4.3465  -0.3580  -1.1445
C  5.2361  -1.3651  -0.7868
C  4.7869  -2.5022  -0.1308
C  3.4448  -2.6456  0.1776
C  2.5250  -1.6518  -0.1611
P  0.7559  -1.8167  0.1276
C  0.0513  -2.6882  -1.2668
C  0.3044  -4.0554  -1.4058
C  -0.1671  -4.7289  -2.5175
C  -0.8867  -4.0447  -3.4916
C  -1.1345  -2.6873  -3.3556
C  -0.6648  -2.0054  -2.2430
C  0.4948  -2.7250  1.6539
C  1.3485  -2.5218  2.7406
C  1.0902  -3.1518  3.9458
C  -0.0201  -3.9768  4.0738
C  -0.8760  -4.1700  2.9994
C  -0.6264  -3.5434  1.7879
H  4.6810  0.5263  -1.6663
H  6.2838  -1.2580  -1.0310
H  5.4852  -3.2825  0.1370
H  3.1049  -3.5364  0.6905
H  0.8600  -4.5962  -0.6492
H  0.0248  -5.7870  -2.6270
H  -1.2549  -4.5753  -4.3587
H  -1.6936  -2.1543  -4.1120
H  -0.8767  -0.9414  -2.1652
H  2.2279  -1.8947  2.6467
H  1.7591  -3.0073  4.7827
H  -0.2166  -4.4723  5.0144
H  -1.7395  -4.8121  3.1018
H  -1.3012  -3.6940  0.9552

Cartesian forces, eV/Å:
-0.9747 -0.2632 0.0628
-0.0171 0.0357 0.0442
-0.0823 0.0024 -0.2697
0.2716 -0.1045 0.0660
0.0386 0.0234 0.1403
0.0803 0.3399 0.1032
0.1589 -0.0547 -0.0603
-0.0341 -0.0167 -0.1151
-0.0277 0.0305 -0.0005
0.0102 -0.0130 0.0080
-0.0079 0.0094 -0.0194
0.0132 -0.0208 0.0088
-0.0272 0.0469 0.0386
0.0370 -0.0142 -0.0420
-0.0256 -0.0552 -0.0082
-0.0085 -0.0255 -0.0060
-0.0273 -0.0555 -0.0292
0.0325 0.0558 0.0517
0.2429 0.1108 0.1108
0.0063 -0.0025 -0.0129
-0.0156 -0.0224 -0.0188
0.0139 -0.0179 0.0111
-0.0031 0.0041 0.0142
-0.0088 0.0135 -0.0001
-0.0025 -0.0003 -0.0200
0.0079 -0.0101 -0.0020
-0.0045 0.0088 -0.0096
0.0019 0.0151 0.0060
0.0120 0.0188 0.0107
-0.0149 -0.0069 -0.0075
0.1623 -0.2640 0.0164
-0.2758 0.3065 -0.1093
0.0977 -0.1819 0.0808
-0.0289 0.0643 -0.0301
0.0304 0.0147 -0.0104
-0.0681 -0.0167 0.0408
0.1892 0.0248 -0.0924
0.2500 0.0969 0.1041
0.0377 -0.1577 0.0348
-0.0003 0.0050 -0.0024
-0.0344 0.0183 -0.0360
0.0201 -0.0039 0.0345
-0.0050 0.0198 -0.0011
-0.0947 0.0961 -0.0867
-0.0100 -0.0251 -0.0039
0.0299 0.0242 0.0155
-0.0063 -0.0039 0.0091
-0.0099 -0.0001 -0.0114
0.0133 0.0086 0.0080
-0.0136 0.0063 -0.0212
0.0023 0.0268 -0.0155
0.0128 0.0081 -0.0022
0.0040 -0.0113 0.0042
-0.0178 -0.0084 0.0067
0.0095 0.0159 0.0209
0.0015 -0.0184 -0.0013
-0.0048 -0.0064 -0.0160
-0.0051 -0.0097 -0.0181
0.0535 -0.0512 0.0411
0.0072 -0.0007 -0.0265
0.0080 0.0013 0.0141
-0.0006 -0.0070 0.0156
-0.0129 -0.0085 0.0001
0.0137 0.0058 -0.0172

Values from the calculation:
spin multiplicity	1
charge	+2
ΔE to the lowest compared entry with this formula, charge and spin	0.0	kJ/mol
HOMO energy	-14.161	eV

Atomic partial charges in e from the natural (NBO) method, atoms 1 to 6:
1 Al 1.538
2 N -0.769
3 C 0.311
4 S -0.289
5 N -0.418
6 N -0.481



Density functional theory data (wB97M-V/def2-TZVPD) for C31H25Cl2IN4O2SbTi as an isolated structure.

Element x y z (Å)
Ti  0.2026  -0.2263  -0.1686
Cl  -4.4167  -4.1976  -3.0873
C  -2.8643  -3.6063  -2.5930
C  -2.7266  -2.2467  -2.3257
C  -1.5032  -1.7496  -1.9160
N  -1.2438  -0.4237  -1.5199
C  -1.9535  0.6533  -1.9216
O  -2.9578  0.7041  -2.6101
C  -1.3277  1.9512  -1.4201
C  -1.8957  3.1677  -1.7408
C  -1.2973  4.3225  -1.2594
C  -0.1573  4.2203  -0.4791
C  0.3514  2.9616  -0.2080
N  -0.2184  1.8511  -0.6745
C  -0.3899  -2.6069  -1.7877
C  -0.5435  -3.9535  -2.0666
C  -1.7810  -4.4560  -2.4565
Cl  -1.9175  -6.1537  -2.7774
N  0.8592  -2.0312  -1.4852
C  1.5958  -2.4495  -0.4418
O  2.8054  -2.2444  -0.2940
C  0.8157  -3.0125  0.7220
C  1.1783  -4.1404  1.4327
C  0.3599  -4.5235  2.4825
C  -0.7488  -3.7489  2.7938
C  -0.9962  -2.6006  2.0621
N  -0.2315  -2.2421  1.0302
H  -3.5748  -1.5887  -2.4343
H  -2.7883  3.1739  -2.3495
H  -1.7200  5.2918  -1.4896
H  0.3372  5.0929  -0.0766
H  1.2370  2.8303  0.4019
H  0.3046  -4.6221  -1.9999
H  2.0711  -4.6826  1.1568
H  0.5812  -5.4137  3.0571
H  -1.4133  -4.0171  3.6028
H  -1.8184  -1.9405  2.3026
I  2.2310  0.2026  1.9086
C  0.8801  1.3608  2.9954
C  1.3621  2.1198  4.0205
C  0.4586  2.8395  4.8327
C  -0.8801  2.7422  4.6017
C  -1.3880  1.9514  3.5393
C  -2.7849  1.8423  3.3328
C  -3.2594  1.0762  2.3115
C  -2.3611  0.4270  1.4336
C  -0.9901  0.4972  1.5531
C  -0.5042  1.2529  2.6727
H  2.4232  2.1634  4.2266
H  0.8382  3.4470  5.6435
H  -1.5846  3.2701  5.2334
H  -3.4568  2.3694  3.9994
H  -4.3263  0.9769  2.1522
H  -2.8008  -0.1364  0.6141
C  4.2824  -0.5066  -2.4133
Sb  2.5503  0.6477  -2.0327
C  2.1589  1.2945  -4.0245
C  3.5921  2.4411  -1.4580
H  4.9663  0.0767  -3.0295
H  4.0122  -1.4311  -2.9188
H  4.7408  -0.7660  -1.4623
H  3.0899  1.6730  -4.4452
H  1.4146  2.0900  -4.0134
H  1.7865  0.4752  -4.6363
H  4.4750  2.5525  -2.0882
H  3.9053  2.3930  -0.4152
H  2.9548  3.3151  -1.5949

Cartesian forces, eV/Å:
0.1082 -0.2844 0.0703
0.0196 -0.0062 0.0021
-0.0581 0.0578 0.0042
-0.0261 -0.0792 -0.0435
0.0582 0.1445 -0.0062
-0.0779 0.0369 -0.1848
0.0914 0.1698 -0.0181
-0.0477 -0.0684 -0.0053
-0.0458 -0.1924 -0.1133
0.0466 0.0809 0.0572
-0.0986 -0.0004 -0.0729
0.0806 -0.0775 0.0599
-0.0498 0.0904 -0.0294
-0.1950 0.2233 -0.1389
0.1126 0.0008 -0.0928
-0.0647 -0.0406 0.0234
0.0662 -0.0454 0.0073
-0.0102 0.0164 0.0011
-0.1873 0.4147 0.3639
0.1218 -0.3490 -0.1602
-0.0301 -0.0228 0.0007
0.0871 -0.1466 -0.0754
-0.1470 0.0335 0.0735
0.0230 -0.0355 0.0049
-0.0351 0.0229 -0.0300
-0.0109 0.0244 -0.0145
0.2629 0.0818 0.0177
0.0091 0.0047 0.0019
-0.0020 0.0017 -0.0003
0.0102 0.0049 0.0093
-0.0139 0.0136 -0.0111
0.0041 -0.0062 0.0034
0.0059 0.0008 -0.0024
-0.0011 -0.0166 -0.0030
0.0062 0.0010 -0.0027
0.0131 -0.0110 0.0084
0.0116 0.0078 0.0094
0.1449 -0.1164 -0.1390
-0.1846 0.1035 0.1052
-0.0067 0.0320 0.0352
0.0258 -0.0181 -0.0235
-0.0099 -0.0123 -0.0186
-0.0855 0.0529 0.0701
0.0457 -0.0129 -0.0140
0.0164 0.0085 0.0019
-0.0608 -0.0452 -0.1212
0.1185 0.1271 0.1844
0.1172 -0.0806 -0.0772
0.0014 -0.0065 -0.0078
0.0055 -0.0025 0.0004
-0.0077 -0.0021 -0.0031
0.0036 0.0019 0.0062
-0.0018 -0.0003 -0.0039
0.0122 -0.0054 0.0087
0.0552 -0.0655 -0.0689
-0.1750 0.0147 0.4675
-0.0608 -0.0053 -0.0475
0.0482 0.0247 -0.0801
0.0251 -0.0222 0.0060
-0.0401 0.0081 0.0143
0.0246 0.0029 -0.0060
-0.0254 0.0086 -0.0413
0.0032 0.0090 -0.0062
0.0021 -0.0259 0.0255
0.0032 0.0214 0.0152
-0.0118 -0.0283 0.0030
-0.0199 -0.0161 0.0011

Values from the calculation:
spin multiplicity	2
ΔE to the lowest compared entry with this formula, charge and spin	0.0	kJ/mol
HOMO energy (spin up / spin down)	-7.566 / -7.559	eV
expectation value of S²	0.75

Atomic partial charges in e from the natural (NBO) method, atoms 1 to 6:
1 Ti 1.243
2 Cl 0.012
3 C -0.069
4 C -0.229
5 C 0.094
6 N -0.768



Density functional theory data (wB97M-V/def2-TZVPD) for C31H25N2O7SiV as an isolated structure.

Element x y z (Å)
V  0.1702  -0.2740  0.4511
O  -1.0630  -6.0144  0.9974
C  -1.9177  -5.4125  0.1753
O  -2.7984  -5.9873  -0.3867
C  -1.7165  -3.9489  -0.1134
C  -2.5401  -3.2664  -1.0010
N  -2.1415  -1.9879  -1.0309
N  -1.1066  -1.7838  -0.2096
C  -0.8506  -2.9640  0.3488
C  0.3039  -2.9537  1.2619
O  0.7134  -3.8133  1.9535
O  0.8971  -1.6679  1.1937
H  -0.4116  -5.4111  1.3866
H  -3.3667  -3.6324  -1.5899
H  -2.5304  -1.2321  -1.5740
C  3.1978  2.5665  1.3625
C  2.5023  1.5521  0.5278
O  1.4838  1.0089  1.0610
C  2.9374  1.1849  -0.7887
C  4.1740  1.6239  -1.2967
C  4.6015  1.1929  -2.5358
C  3.8076  0.3316  -3.2893
C  2.5700  -0.1148  -2.8299
C  2.1674  0.3271  -1.5908
O  0.9699  -0.1163  -1.0816
H  2.6035  2.7814  2.2463
H  3.3814  3.4758  0.7892
H  4.1726  2.1735  1.6669
H  4.8009  2.2809  -0.7101
H  5.5563  1.5198  -2.9220
H  4.1548  -0.0022  -4.2585
H  1.9494  -0.7741  -3.4180
O  -0.9047  0.3394  1.5760
Si  -1.3738  0.8006  3.3004
C  -0.8404  -0.6872  4.2355
C  -1.7790  -1.4514  4.9421
C  -1.3903  -2.5610  5.6763
C  -0.0561  -2.9384  5.7074
C  0.8961  -2.1991  5.0112
C  0.5044  -1.0885  4.2886
C  -0.3717  2.3159  3.5724
C  0.3531  2.4757  4.7579
C  1.0359  3.6563  5.0192
C  1.0072  4.6922  4.0986
C  0.2901  4.5539  2.9120
C  -0.3923  3.3781  2.6585
C  -3.1854  1.0556  3.2072
C  -3.7581  2.0241  4.0386
C  -5.1350  2.1865  4.0889
C  -5.9549  1.3940  3.3009
C  -5.4034  0.4314  2.4625
C  -4.0305  0.2642  2.4222
H  -2.8249  -1.1651  4.9235
H  -2.1238  -3.1317  6.2298
H  0.2472  -3.8050  6.2799
H  1.9365  -2.4933  5.0474
H  1.2627  -0.5044  3.7757
H  0.3843  1.6738  5.4874
H  1.5826  3.7717  5.9456
H  1.5299  5.6161  4.3091
H  0.2499  5.3723  2.2051
H  -0.9713  3.2975  1.7432
H  -3.1290  2.6622  4.6498
H  -5.5681  2.9354  4.7381
H  -7.0281  1.5250  3.3393
H  -6.0496  -0.1852  1.8521
H  -3.6168  -0.5070  1.7778

Cartesian forces, eV/Å:
0.2145 -0.3501 2.1458
-0.1237 0.1454 0.0107
0.2945 -0.1856 -0.2321
-0.0823 0.0453 0.0944
-0.3403 0.0905 0.0422
0.0641 0.0133 0.0500
0.0241 -0.0197 0.1036
-0.1421 -0.0244 -0.3111
0.1917 -0.2016 -0.0167
0.0911 0.4680 0.2649
0.1052 -0.0353 -0.0986
-0.3416 -0.3094 -0.1055
0.0456 -0.0258 0.0818
0.0070 -0.0180 -0.0008
-0.0475 0.0413 -0.0367
0.0868 -0.0979 -0.0656
-0.0904 -0.0520 0.0431
-0.0691 -0.1084 0.0311
0.2552 0.0774 -0.0615
-0.0096 -0.0520 -0.1698
0.0260 0.0829 0.1310
-0.1888 -0.1288 -0.0652
0.3452 0.3439 -0.0454
-0.7453 -0.2264 0.4389
0.1534 0.4174 -1.0158
-0.0185 0.0231 0.0133
-0.0261 0.0002 0.0115
-0.0110 -0.0047 0.0098
-0.0156 0.0009 0.0086
-0.0030 0.0031 -0.0002
0.0131 0.0049 0.0060
-0.0353 -0.0130 0.0267
0.3081 0.1529 -0.9209
-0.0348 -0.0731 -0.2116
0.1023 -0.3206 0.1238
-0.1516 0.1607 -0.1467
0.0493 -0.0811 0.0255
0.0418 0.0405 -0.0432
-0.0758 -0.1409 0.0895
0.0506 0.2750 -0.0862
0.1674 0.2007 0.0647
0.0461 -0.1614 -0.0273
0.0377 0.0169 0.0175
-0.0382 0.0215 -0.0759
0.0807 0.0299 0.1172
-0.1568 -0.0612 -0.1365
-0.1183 0.0538 -0.0388
0.0504 0.0348 -0.0393
-0.0114 0.0204 -0.0057
-0.0109 -0.0244 -0.0172
-0.0375 0.0686 0.0408
0.0454 -0.1279 -0.0267
0.0051 -0.0139 0.0196
-0.0248 0.0210 -0.0149
0.0010 0.0060 0.0054
0.0094 0.0282 -0.0209
0.0109 0.0183 -0.0048
-0.0062 0.0136 -0.0012
-0.0090 -0.0163 0.0049
0.0000 -0.0021 -0.0021
-0.0055 -0.0079 -0.0089
-0.0127 -0.0142 0.0159
0.0048 -0.0099 -0.0006
0.0113 -0.0007 0.0047
0.0018 -0.0066 -0.0045
0.0113 -0.0086 -0.0040
0.0309 0.0037 0.0200

Values from the calculation:
spin multiplicity	1
charge	+2
ΔE to the lowest compared entry with this formula, charge and spin	84.0	kJ/mol
HOMO energy	-14.171	eV

Atomic partial charges in e from the natural (NBO) method, atoms 1 to 6:
1 V 1.520
2 O -0.629
3 C 0.774
4 O -0.504
5 C -0.198
6 C 0.087



Here are the calculated molar mass numbers, same order: 711.49, 579.04, 853.00, 616.58 (g/mol).
Here are the calculated E_tot numbers, same order: -81848.2304, -77746.6960, -105408.7390, -83418.5828 (eV).